Here is a 2-piece molecular cluster, C3H2Cl4 overall from OMol25. Energies are from wB97M-V/def2-TZVPD.

```
9
C3H2Cl4, DFT wB97M-V/def2-TZVPD
C -1.402 -0.454 -0.192
Cl 2.286 0.730 -1.495
C -0.819 0.612 0.204
Cl -3.107 -0.522 0.103
Cl 2.083 0.893 1.385
C 1.570 0.201 -0.110
H -1.008 -1.460 -0.377
H -1.080 1.607 0.472
Cl 1.477 -1.608 0.010
```

Properties
ΔE to the lowest compared entry with this formula, charge and spin ... 299.2 kJ/mol
Calculated total energy ... -1956.121670 hartree
F_max ... 0.0925 hartree/bohr

***

Here is a 2-piece molecular cluster, C2H8NO overall from OMol25. Energies are from wB97M-V/def2-TZVPD.

```
12
C2H8NO, DFT wB97M-V/def2-TZVPD
H 1.097 1.196 -1.264
H -0.713 -0.374 2.285
H -1.877 -0.106 0.992
C -1.174 -0.832 1.410
N 1.567 1.925 -1.828
H 0.961 2.124 -2.615
H 0.669 -1.791 0.844
H -0.623 -1.912 -0.359
C -0.123 -1.180 0.335
H -1.750 -1.711 1.752
H 1.584 2.763 -1.258
O 0.381 -0.101 -0.292
```

Properties
ΔE to the lowest compared entry with this formula, charge and spin ... 6.0 kJ/mol
Calculated total energy ... -210.981956 hartree
F_max ... 0.0070 hartree/bohr
Charge ... -1

***

Here is a 2-piece molecular cluster, CH5PS overall from OMol25. Energies are from wB97M-V/def2-TZVPD.

```
8
CH5PS, DFT wB97M-V/def2-TZVPD
H 1.663 0.302 1.151
P 1.848 0.390 -0.227
S -1.957 0.579 -0.152
H -0.609 -0.655 -1.663
H -0.628 -1.438 -0.002
C -0.748 -0.559 -0.603
H -2.040 0.232 1.132
H 1.397 1.712 -0.216
```

Properties
ΔE to the lowest compared entry with this formula, charge and spin ... 259.8 kJ/mol
Calculated total energy ... -780.523560 hartree
F_max ... 0.0411 hartree/bohr

***

Here is C38H36BaF6N3O7PS3 as an isolated structure from OMol25. Energies are from wB97M-V/def2-TZVPD.

```
95
C38H36BaF6N3O7PS3, DFT wB97M-V/def2-TZVPD
F -3.384 -1.855 -5.551
F -6.754 0.356 -1.587
O -3.919 0.606 -0.404
O -0.119 -2.380 -0.178
H -1.272 4.539 1.331
H 2.823 -0.513 -1.693
H 0.307 0.198 -3.618
H 4.340 0.895 1.951
C 2.118 4.471 1.429
C 3.325 0.454 -5.108
C -3.431 -5.836 -1.506
F -1.372 -1.436 -4.926
H 5.780 1.369 2.846
C 2.097 1.494 5.371
H -3.282 3.645 -1.568
C -3.269 -5.948 -0.134
C 2.303 -0.325 1.651
O -6.881 -1.500 -3.998
C 2.830 1.831 6.488
H 2.975 5.098 1.243
Ba -1.657 0.707 -1.132
H 1.909 0.991 0.000
O -3.018 1.003 -3.271
C 1.273 0.633 -3.861
C 2.079 -0.052 -4.747
H -0.330 -4.313 2.303
C -0.273 4.131 1.450
S -3.247 -0.430 -3.268
H -1.453 -2.971 2.464
C 2.253 3.179 1.865
H 0.270 -2.630 2.231
C 2.317 0.032 0.307
C 2.834 -0.818 -0.657
C 3.344 -2.047 -0.281
S 0.669 2.694 -2.133
H 5.899 1.388 5.179
C 2.777 -2.046 3.457
H 2.322 2.125 7.396
C 0.798 4.937 1.248
C 4.086 1.094 4.101
C -2.706 -4.898 -2.229
F -5.745 1.896 -2.729
N -4.661 -0.986 -3.159
S -5.935 -0.431 -3.976
H 3.246 2.800 2.065
C -1.281 1.927 1.827
O -5.591 0.265 -5.179
H 1.727 -0.989 -5.158
N -2.963 3.136 -0.750
N -4.080 2.827 0.051
C -0.715 -3.221 0.473
C -0.541 -3.299 1.964
C 1.175 2.315 2.098
C 4.819 1.413 5.244
C -4.390 1.480 0.381
F -2.556 0.135 -5.799
F -7.762 1.318 -3.235
H -1.250 -3.323 -2.125
C -2.381 -5.110 0.519
O -2.340 -1.200 -2.422
H -2.267 -5.176 1.591
C -6.577 0.861 -2.803
H 3.747 -2.722 -1.024
C 3.722 1.664 -4.555
H 1.016 1.519 5.420
H 4.686 2.089 -4.811
C -1.811 -4.066 -1.584
H -2.854 -4.802 -3.293
C 3.316 -2.418 1.054
H -2.261 2.378 1.815
H 3.495 -1.516 4.081
H -4.286 3.445 0.829
C 2.689 1.118 4.163
P 1.436 0.733 2.860
C 2.795 -1.579 2.030
H 5.202 -0.294 2.893
C 1.657 1.847 -3.282
H 1.805 -1.882 3.925
H 3.243 3.273 -3.237
C 2.910 2.339 -3.669
H -3.845 -6.674 0.425
H -4.138 -6.472 -2.024
C 4.214 1.777 6.429
C 4.883 0.749 2.877
C -1.653 -4.166 -0.205
H -2.265 3.672 -0.239
H 3.963 -0.079 -5.801
H 3.010 -3.110 3.504
C -0.167 2.735 1.818
H -1.230 0.940 2.280
O -5.099 1.310 1.367
C -2.604 -0.922 -4.976
H 4.815 2.028 7.293
H 0.620 5.964 0.943
H 3.696 -3.387 1.356
```

Properties
ΔE to the lowest compared entry with this formula, charge and spin ... 237.7 kJ/mol
Calculated total energy ... -4321.347961 hartree
F_max ... 0.0930 hartree/bohr
Charge ... -2

***

Here is a 2-piece molecular cluster, CH3IN4 overall from OMol25. Energies are from wB97M-V/def2-TZVPD.

```
9
CH3IN4, DFT wB97M-V/def2-TZVPD
N -1.241 -2.005 -0.811
N -0.065 -1.822 -0.825
C 0.538 1.387 0.350
H -0.934 2.010 1.310
H 1.047 0.440 -0.182
H -1.700 -2.764 -0.256
N 0.988 -1.516 -1.040
I 1.977 2.979 0.735
N -0.609 1.292 0.718
```

Properties
ΔE to the lowest compared entry with this formula, charge and spin ... 164.1 kJ/mol
Calculated total energy ... -556.515855 hartree
F_max ... 0.0956 hartree/bohr

***

Here is one molecule with the formula C5H9NO2 from OMol25. Energies are from wB97M-V/def2-TZVPD.

```
17
C5H9NO2, DFT wB97M-V/def2-TZVPD
H -1.185 2.276 0.399
C 1.618 -0.570 -0.022
H 0.696 2.098 -0.172
H -0.098 -1.576 -0.323
C 2.304 0.707 0.002
H 2.082 1.017 1.156
H 3.394 0.602 0.083
H -3.529 -1.425 0.350
C 0.173 -0.460 -0.224
C -2.393 -1.261 0.024
H -2.337 -1.541 -1.059
C -0.776 0.431 -0.107
H 2.098 1.439 -0.811
O -2.106 0.117 0.065
H -1.558 -1.906 0.667
O 2.120 -1.737 0.030
N -0.503 1.788 -0.058
```

Properties
ΔE to the lowest compared entry with this formula, charge and spin ... 381.1 kJ/mol
Calculated total energy ... -401.031619 hartree
F_max ... 0.1235 hartree/bohr
Structure (SMILES) ... CO/C(N)=C/C(C)=O